Entry from the OMol25 dataset: a gas-phase ion, C4H7NO2 (charge -1) at a distorted geometry (wB97M-V/def2-TZVPD).

Last column: natural (NBO) charge in e.
Geometry (Å):
C: -2.0278 -0.0521 -0.5504  0.519
N: -0.9567 0.4600 0.0419  -0.586
C: 1.1591 -0.3931 -0.8197  -0.625
C: 0.2340 -0.3343 0.4263  -0.141
C: 0.8631 0.4201 1.5659  -0.018
O: 0.9620 1.7115 1.4122  -0.823
O: -2.2830 -1.2408 -0.7259  -0.691
H: -2.7421 0.7201 -0.8888  0.078
H: -0.7360 1.4460 -0.0283  0.419
H: 1.3550 0.5936 -1.2238  0.203
H: 0.6756 -1.0349 -1.5663  0.185
H: 2.0910 -0.8854 -0.5378  0.194
H: -0.1408 -1.3339 0.6291  0.201
H: 1.5467 -0.0767 2.2658  0.085

Forces on the atoms, in the same order (eV/Å):
-0.2 0.0 -0.2
0.5 -0.4 -0.4
-0.4 -1.0 0.2
-0.1 0.7 -0.4
-0.1 0.5 0.4
0.0 -0.1 -0.1
0.0 0.0 0.0
0.0 0.1 0.0
-0.2 0.0 0.4
0.1 0.2 0.1
0.1 0.2 -0.2
0.1 0.2 0.0
0.2 -0.1 0.3
0.0 -0.4 -0.1

Properties
- net charge = -1
- <S²> = 0.75
- energy relative to the best compared isomer or geometry (same formula, charge and spin) (kJ/mol) = 15.38
- LUMO energy (spin up / spin down) (Ha) = 0.1494 / 0.1482
- multiplicity = 2

***

Entry from the OMol25 dataset: a gas-phase ion, C7H11N2O3 (charge -1) at a distorted geometry (wB97M-V/def2-TZVPD).

Last column: natural (NBO) charge in e.
Geometry (Å):
C: -2.9536 0.1803 1.0703  -0.621
C: -1.5607 0.5147 0.1581  -0.018
C: -1.7767 -0.0931 -1.2974  -0.643
N: -0.4382 -0.1009 0.8003  -0.356
N: -0.0707 -1.3601 0.4105  -0.493
C: 1.2694 -1.4622 0.0349  0.632
O: 1.8294 -2.5551 -0.1910  -0.721
C: 1.7717 -0.1316 -0.0838  -0.476
C: 3.1582 0.2358 -0.4724  -0.049
O: 3.8020 1.2174 0.3200  -0.752
C: 0.8794 0.7983 0.3621  0.643
O: 0.8743 2.0187 0.4329  -0.720
H: -3.6157 0.9763 0.8104  0.188
H: -3.3423 -0.7691 0.8039  0.185
H: -2.6908 0.2204 2.0668  0.203
H: -1.4633 1.5599 0.1199  0.210
H: -2.6687 0.3679 -1.9547  0.186
H: -1.9011 -1.1159 -1.0859  0.206
H: -0.8725 -0.0032 -1.9462  0.218
H: -0.4452 -2.1586 0.8752  0.373
H: 3.2778 0.5915 -1.4707  0.146
H: 3.7516 -0.7969 -0.3637  0.179
H: 3.1860 1.8656 0.6006  0.480

Forces on the atoms, in the same order (eV/Å):
2.6 1.3 -3.4
-3.4 -3.1 -0.5
-0.7 2.6 -0.8
2.5 3.3 0.6
0.5 -1.1 -1.2
0.3 -0.3 -0.6
-0.5 0.7 0.4
0.7 -0.1 0.1
1.2 -2.7 0.7
1.4 -0.9 0.4
-2.1 -1.3 0.6
-0.3 0.2 0.2
-0.9 0.4 0.0
-0.4 -0.9 -0.3
0.6 0.1 2.2
0.5 1.3 0.3
1.7 -1.0 1.8
-0.5 -1.4 -0.4
-0.5 0.1 0.7
-0.2 -0.2 0.6
-0.2 -0.1 -1.2
-0.9 2.3 -0.4
-1.3 0.9 0.3

Properties
- net charge = -1
- energy relative to the best compared isomer or geometry (same formula, charge and spin) (kJ/mol) = 232.79
- SMILES string = CC(C)n1[nH]c([O-])c(CO)c1=O
- LUMO energy (Ha) = 0.1343

***

Entry from the OMol25 dataset: 2 unconnected molecules or ions with the total composition C5H15NOS at a distorted geometry (wB97M-V/def2-TZVPD).

Last column: natural (NBO) charge in e.
Geometry (Å):
C: -2.2624 1.2641 -0.6123  -0.458
N: -2.0473 1.5745 0.7717  -0.632
C: -0.7697 1.2064 1.4203  -0.213
C: -0.3394 -0.2312 1.7399  -0.416
C: -0.2867 -1.2146 0.5262  -0.418
C: 0.8758 -0.8137 -0.3927  -0.497
S: 2.5759 -1.1543 0.2304  -0.073
H: -1.6461 0.5674 -1.2216  0.210
H: -3.2551 0.9500 -0.9358  0.202
H: -1.9866 2.1340 -1.2447  0.175
H: -2.8139 1.2351 1.3260  0.351
H: -0.0364 1.6516 0.7371  0.175
H: -0.7608 1.7938 2.3376  0.198
H: -1.0599 -0.6200 2.4659  0.199
H: 0.6742 -0.1749 2.1220  0.201
H: -0.0911 -2.2322 0.8490  0.215
H: -1.2219 -1.0720 -0.0091  0.217
H: 0.9571 0.2354 -0.6464  0.212
H: 0.7711 -1.4571 -1.2660  0.234
H: 2.6198 -0.2470 1.2203  0.111
O: -0.2742 0.2394 -3.0000  -0.932
H: -0.6220 0.1002 -3.9147  0.470
H: 0.4501 0.8330 -3.2833  0.470

Forces on the atoms, in the same order (eV/Å):
1.0 0.5 -2.9
0.0 -1.3 0.9
0.1 0.9 -1.2
-1.0 -0.6 -0.9
0.8 2.0 0.7
0.3 -0.7 0.2
-0.2 -0.3 0.1
0.2 -0.4 1.5
-0.4 0.3 0.7
-0.6 0.3 0.4
-0.3 -0.1 0.2
0.3 0.0 0.3
0.2 -0.1 0.1
0.4 -0.1 0.3
0.0 0.0 0.7
-0.4 -0.2 0.1
0.0 -0.6 -0.2
-0.7 0.0 -0.4
0.4 0.5 -0.3
-0.1 0.0 -0.1
0.4 0.5 -2.3
-0.2 -0.3 1.1
-0.1 -0.2 0.9

Properties
- energy relative to the best compared isomer or geometry (same formula, charge and spin) (kJ/mol) = 132.62
- SMILES string = CNCCCCS.O
- LUMO energy (Ha) = 0.0165

***

Entry from the OMol25 dataset: 3 unconnected molecules or ions with the total composition C13H32NO8S (wB97M-V/def2-TZVPD).

Last column: natural (NBO) charge in e.
Geometry (Å):
O: 4.2594 -0.6388 8.1108  -0.475
O: 4.1065 -0.5903 6.6767  -0.320
C: 2.7008 -0.3380 6.3498  0.058
N: 1.8948 -1.4654 6.2738  -0.959
S: 0.3204 -1.1519 6.7607  0.050
H: 4.1642 0.3003 8.3205  0.433
H: 2.3555 0.4308 7.0841  0.095
H: 2.8643 0.2067 5.3856  0.111
H: 0.1091 0.1202 6.3168  0.019
C: 5.3868 -0.4103 0.4653  -0.243
O: 4.1601 -1.0559 0.6917  -0.560
C: 3.8586 -1.3188 2.0594  -0.091
C: 2.4778 -0.8527 2.4639  -0.111
O: 2.3054 0.5618 2.4412  -0.539
C: 2.1370 1.1986 1.1935  -0.084
C: 0.7225 1.1035 0.6487  -0.083
O: 0.3810 -0.2136 0.2596  -0.559
C: -0.7950 -0.7406 0.8295  -0.247
H: 6.2169 -1.1230 0.3794  0.160
H: 5.3094 0.1416 -0.4730  0.177
H: 5.6257 0.2966 1.2671  0.171
H: 4.6019 -0.8491 2.7113  0.178
H: 3.9018 -2.4003 2.2344  0.179
H: 2.3690 -1.1389 3.5168  0.243
H: 1.7006 -1.3590 1.8913  0.176
H: 2.8580 0.8663 0.4450  0.185
H: 2.3086 2.2622 1.3914  0.176
H: 0.6507 1.7661 -0.2262  0.158
H: 0.0241 1.4735 1.4067  0.175
H: -0.9883 -0.3358 1.8267  0.186
H: -0.6726 -1.8202 0.9191  0.190
H: -1.6713 -0.5424 0.1992  0.151
C: -5.3023 -1.7625 -5.2743  -0.245
O: -4.5733 -0.5631 -5.3920  -0.552
C: -5.1851 0.5813 -4.8287  -0.084
C: -4.2547 1.3296 -3.8921  -0.088
O: -3.9470 0.6269 -2.7009  -0.545
C: -2.9482 -0.3837 -2.7643  -0.091
C: -1.5273 0.1417 -2.7464  -0.091
O: -1.2081 0.8661 -3.9232  -0.556
C: -0.6382 2.1367 -3.7090  -0.245
H: -6.0095 -1.8915 -6.1022  0.164
H: -4.5907 -2.5875 -5.2941  0.189
H: -5.8586 -1.8038 -4.3323  0.170
H: -6.0960 0.3035 -4.2868  0.169
H: -5.4734 1.2716 -5.6330  0.170
H: -4.8060 2.2150 -3.5622  0.182
H: -3.3597 1.6561 -4.4221  0.192
H: -3.1001 -1.0555 -3.6094  0.186
H: -3.0740 -0.9580 -1.8428  0.190
H: -0.8546 -0.7198 -2.6581  0.186
H: -1.3687 0.7606 -1.8577  0.178
H: -1.0390 2.6102 -2.8069  0.170
H: -0.8813 2.7617 -4.5689  0.181
H: 0.4519 2.0814 -3.6136  0.171

Forces on the atoms, in the same order (eV/Å):
0.0 -0.1 -0.2
0.0 0.1 0.1
0.2 0.2 0.3
0.0 -0.1 -0.4
0.2 0.3 0.3
0.0 0.0 0.1
0.0 -0.1 -0.1
0.0 -0.1 0.0
-0.3 -0.1 -0.2
0.1 0.0 0.0
-0.1 0.1 0.0
0.0 -0.1 0.1
0.1 0.0 0.3
0.1 0.0 -0.1
-0.3 0.1 0.1
0.0 0.1 0.0
0.1 0.0 0.0
-0.1 0.0 0.0
0.0 0.0 0.0
0.0 0.0 0.0
0.0 0.0 0.0
0.0 0.1 0.0
0.0 0.0 0.0
-0.2 0.0 0.0
0.1 0.0 -0.1
0.0 -0.1 0.0
0.1 0.0 -0.1
0.0 0.0 0.0
0.0 0.0 0.0
0.1 0.0 0.0
0.0 0.0 0.0
0.0 0.0 0.0
-0.1 0.0 0.0
0.1 0.0 0.1
-0.1 0.1 0.0
-0.2 -0.1 0.0
0.0 0.0 0.0
0.1 0.1 0.1
0.1 -0.1 0.1
-0.2 0.1 0.0
0.1 0.0 0.0
0.0 0.0 0.0
0.0 0.0 0.0
0.0 0.0 0.0
0.0 0.0 0.0
0.0 0.0 0.0
0.1 0.1 0.0
0.1 -0.1 0.0
0.0 0.1 -0.1
0.0 -0.1 -0.1
0.0 0.0 0.0
-0.1 0.0 0.0
0.0 0.0 0.0
0.0 0.0 0.0
0.0 0.0 0.0

Properties
- net charge = -1
- LUMO energy (Ha) = 0.0818

***

Entry from the OMol25 dataset: a single C6H10O molecule at a distorted geometry (wB97M-V/def2-TZVPD).

Last column: natural (NBO) charge in e.
Geometry (Å):
C: -0.2154 0.2531 2.4260  -0.604
C: 0.2560 0.0964 0.9901  -0.457
C: 0.7836 -1.1641 0.3877  -0.174
C: 0.7891 -1.2609 -0.9611  -0.232
C: 0.1853 -0.2720 -1.8625  -0.387
C: -0.1602 1.0060 -1.5858  0.183
O: -1.1696 1.6740 -2.2026  -0.674
H: -1.1784 -0.2500 2.5430  0.205
H: 0.4794 -0.1184 3.1809  0.205
H: -0.3944 1.3186 2.6269  0.213
H: 0.8885 0.9516 0.7132  0.201
H: -0.6583 -0.0229 0.3898  0.241
H: 0.9605 -2.0246 1.0236  0.206
H: 1.0729 -2.2035 -1.4222  0.210
H: -0.2110 -0.6660 -2.8009  0.205
H: 0.3613 1.6720 -0.9117  0.183
H: -1.7893 1.0108 -2.5343  0.478

Forces on the atoms, in the same order (eV/Å):
0.0 -0.2 0.2
-0.3 -0.2 -0.1
0.4 -0.2 -0.1
0.1 -0.1 0.2
-0.1 0.1 0.1
0.3 -0.2 -0.1
0.0 -0.1 -0.4
0.2 -0.1 0.2
0.0 0.0 0.0
0.1 -0.3 0.0
-0.5 -0.4 0.1
-0.3 1.7 0.0
0.3 -0.1 -0.2
0.0 0.1 0.1
-0.1 -0.1 0.2
-0.2 -0.2 0.0
0.1 0.2 -0.2

Properties
- energy relative to the best compared isomer or geometry (same formula, charge and spin) (kJ/mol) = 184.57
- SMILES string = CC/C=C\C=C\O
- LUMO energy (Ha) = 0.0327

***

Entry from the OMol25 dataset: a molecular structure, C39H34N5O4PSSe2Sn (wB97M-V/def2-TZVPD).

Last column: Löwdin charge in e.
Geometry (Å):
Sn: 1.0643 0.9792 -0.0859  1.349
O: -0.4406 -1.6925 1.5951  -0.440
C: -1.3875 -0.7744 2.0667  -0.522
C: -2.6293 -1.5124 2.5335  0.018
C: -3.3907 -1.1019 3.5358  -0.018
C: -2.9684 0.0805 4.3370  -0.174
C: -1.5258 1.7335 4.2332  -0.101
C: -0.5333 1.5530 3.1359  -0.173
C: 0.2628 2.4745 2.5897  -0.158
N: 1.1776 2.3862 1.5852  -0.200
C: 2.0056 3.5584 1.3664  -0.251
C: 1.9468 3.9544 -0.1079  -0.210
N: 2.4003 2.7783 -0.8259  -0.067
C: 3.4536 2.7967 -1.5358  -0.101
C: 4.1135 1.6153 -2.0541  -0.158
C: 4.9837 1.7387 -3.1444  -0.086
C: 5.6714 0.6597 -3.6519  -0.142
C: 5.4944 -0.5911 -3.0328  -0.117
C: 4.6774 -0.7394 -1.9403  -0.019
C: 3.9527 0.3597 -1.3873  -0.400
O: 3.2315 0.2015 -0.3402  -0.265
H: -2.8832 -2.3980 1.9675  0.076
H: -4.2963 -1.6402 3.7990  0.099
H: -3.4400 0.0960 5.3203  0.140
H: -1.3825 2.4825 5.0126  0.142
H: 0.1440 3.4714 3.0282  0.119
H: 3.0552 3.3518 1.6239  0.107
H: 1.6750 4.4062 1.9773  0.105
H: 2.5592 4.8400 -0.3209  0.116
H: 0.9054 4.1545 -0.3653  0.061
H: 3.9245 3.7644 -1.7502  0.128
H: 5.0930 2.7170 -3.6059  0.099
H: 6.3278 0.7695 -4.5058  0.077
H: 6.0140 -1.4569 -3.4307  0.089
H: 4.5278 -1.7023 -1.4654  0.103
O: -0.3212 2.3851 -1.5033  -0.351
N: -0.1001 3.2092 -2.5026  -0.224
C: 0.6668 2.7430 -3.5172  -0.051
C: 0.9622 3.4882 -4.6250  -0.094
C: 0.4405 4.7836 -4.6980  -0.118
C: -0.3347 5.2517 -3.6704  -0.133
C: -0.6404 4.4877 -2.5126  -0.770
S: -1.6086 5.0636 -1.2497  0.484
H: 1.0173 1.7316 -3.3659  0.129
H: 1.5802 3.0640 -5.4034  0.092
H: 0.6407 5.4080 -5.5607  0.090
H: -0.7593 6.2449 -3.6975  0.081
Se: -1.8617 -0.8093 -0.6449  0.895
P: -0.4004 -2.5199 0.0307  0.303
Se: 1.7048 -2.9898 0.3785  0.290
C: -0.3699 -2.8365 -1.8653  -0.444
C: 0.6736 -2.2949 -2.6222  -0.157
C: 0.6690 -2.3564 -4.0059  -0.094
C: -0.3866 -2.9613 -4.6825  -0.122
C: -1.4318 -3.4999 -3.9527  -0.111
C: -1.4259 -3.4300 -2.5597  -0.123
C: -1.4771 -3.9720 0.4868  -0.318
C: -2.8686 -3.9646 0.3801  -0.164
C: -3.6266 -5.0681 0.7492  -0.098
C: -3.0064 -6.2141 1.2267  -0.116
C: -1.6231 -6.2415 1.3231  -0.097
C: -0.8678 -5.1323 0.9600  -0.101
H: 1.5047 -1.8337 -2.1040  0.039
H: 1.4945 -1.9271 -4.5623  0.095
H: -0.3941 -3.0045 -5.7660  0.086
H: -2.2626 -3.9759 -4.4630  0.088
H: -2.2523 -3.8702 -2.0210  0.081
H: -3.3662 -3.0771 0.0073  0.062
H: -4.7069 -5.0254 0.6701  0.094
H: -3.5969 -7.0739 1.5226  0.087
H: -1.1216 -7.1324 1.6839  0.091
H: 0.2123 -5.1467 1.0406  0.030
N: -0.0713 -1.4604 5.6264  0.189
C: -0.9035 -0.3982 5.7825  -0.464
O: -1.2292 0.0069 6.8916  0.023
C: -1.4441 0.2013 4.5182  -0.215
C: -3.0137 1.5183 3.7193  -0.164
C: -3.2213 1.7110 2.2405  -0.048
C: -2.6466 1.1746 1.1484  -0.191
N: -1.7320 0.1441 0.9669  -0.387
C: -0.6592 0.0333 3.1797  -0.052
H: 0.3161 -1.8930 6.4451  0.101
H: 0.1938 -1.7954 4.7157  0.098
H: -3.7374 2.1454 4.2399  0.120
H: -3.8243 2.5794 1.9975  0.088
H: -2.8859 1.6563 0.2055  0.098
H: 0.3190 -0.4405 3.2628  0.146

Forces on the atoms, in the same order (eV/Å):
0.2 -0.1 0.0
-0.2 -0.2 -0.1
-0.1 0.0 0.0
0.0 0.0 0.0
0.1 0.1 0.0
-0.1 -0.1 -0.1
0.0 0.0 0.0
-0.1 -0.2 0.3
0.1 0.2 -0.1
0.3 0.0 -0.1
-0.1 0.0 0.0
0.0 0.0 0.0
-0.1 0.1 0.2
0.1 0.0 -0.1
-0.1 0.1 0.0
0.0 0.0 0.0
0.0 0.0 0.0
0.0 0.1 0.0
0.0 -0.1 0.0
-0.1 0.0 0.2
0.2 0.1 -0.1
0.0 0.2 0.1
0.0 0.0 0.0
0.0 0.0 0.0
0.0 0.0 0.0
0.0 0.0 -0.1
0.0 0.1 0.0
-0.1 0.0 0.0
0.1 -0.1 0.0
0.0 0.1 0.0
0.0 0.0 0.0
0.0 0.0 0.0
0.0 0.0 0.0
0.0 0.0 0.0
0.0 0.0 0.0
-0.4 0.1 0.1
0.2 0.0 0.0
0.0 0.0 0.0
0.0 0.0 0.0
0.0 0.0 0.0
0.0 0.0 0.0
-0.1 -0.1 0.0
0.1 -0.1 0.0
0.0 0.0 0.0
0.0 0.0 0.0
0.0 0.0 0.0
0.0 0.0 0.0
-0.1 0.0 -0.1
0.3 -0.2 0.0
-0.1 0.0 0.0
-0.3 0.0 0.0
0.0 0.0 0.0
0.0 0.0 0.0
0.0 0.0 0.0
0.0 0.0 0.0
0.1 0.0 0.0
0.0 0.0 0.0
0.0 -0.1 -0.1
0.0 0.0 0.0
0.0 0.0 0.0
0.0 0.0 0.0
0.0 0.0 0.0
0.0 0.0 0.0
0.0 0.0 0.0
0.0 0.0 0.0
0.0 0.0 0.0
-0.1 0.0 0.1
0.0 0.0 0.0
0.0 0.0 0.0
0.0 0.0 0.0
0.0 0.0 0.0
0.0 0.0 0.0
0.0 0.0 -0.1
0.0 0.0 0.0
0.0 0.0 0.0
-0.1 0.0 0.0
0.1 -0.1 0.0
0.0 0.1 0.1
-0.1 0.0 -0.1
-0.1 0.0 0.1
0.0 0.1 0.1
0.0 0.0 0.0
0.0 0.0 0.0
0.0 0.0 0.0
0.0 0.0 0.0
0.0 0.0 0.0
0.0 -0.1 0.1

Properties
- net charge = -2
- energy relative to the best compared isomer or geometry (same formula, charge and spin) (kJ/mol) = 145.47
- LUMO energy (Ha) = 0.1567